Here is a structure of composition C38H33N10O9S3SbV from OMol25. Energies are from ωB97M-V/def2-TZVPD.

Structure (XYZ):
```
95
Properties=species:S:1:pos:R:3:lowdin_spin:R:1
V -0.04 0.11 0.21 1.069
N 4.35 6.12 1.95 0.000
C 4.18 4.86 1.52 0.000
C 5.03 3.83 1.96 0.000
C 4.84 2.54 1.52 0.000
C 3.81 2.26 0.62 0.000
C 2.96 3.27 0.17 0.000
C 3.14 4.56 0.60 0.000
S 3.56 0.64 0.14 0.002
O 3.42 0.76 -1.40 0.001
O 4.59 -0.25 0.54 0.002
N 2.09 0.16 0.58 0.005
C 1.85 0.11 1.94 0.004
N 0.54 -0.14 2.14 -0.004
C 0.08 -0.16 3.40 0.001
C 0.94 0.05 4.45 -0.001
C 2.28 0.28 4.13 0.000
N 2.74 0.32 2.89 0.000
H 5.09 6.36 2.59 0.000
H 3.75 6.87 1.64 0.000
H 5.83 4.05 2.65 0.000
H 5.49 1.74 1.86 0.000
H 2.18 3.05 -0.55 0.000
H 2.50 5.35 0.25 0.000
H -0.98 -0.35 3.52 0.000
H 0.60 0.03 5.47 0.000
H 3.01 0.45 4.92 0.000
O -2.35 6.47 -3.53 -0.001
N -2.13 5.33 -3.88 0.000
O -2.36 4.87 -4.98 0.000
C -1.57 4.41 -2.87 -0.005
C -1.31 3.10 -3.25 0.001
C -0.79 2.24 -2.30 -0.006
C -0.57 2.68 -1.00 -0.001
O -0.11 1.80 -0.10 -0.055
C -0.83 4.00 -0.66 -0.005
C -1.32 4.89 -1.60 0.001
N -0.58 4.50 0.70 0.000
O -0.38 5.69 0.82 -0.001
O -0.59 3.70 1.61 -0.001
N -0.41 0.92 -2.73 -0.005
O 0.98 1.09 -3.02 0.003
O -0.54 -0.04 -1.73 0.029
H -1.49 2.77 -4.26 0.000
H -1.52 5.92 -1.35 0.000
S 0.02 -2.22 -0.02 -0.041
Sb -0.08 -2.40 -2.36 -0.002
C 0.38 -4.42 -2.65 -0.001
C -0.33 -5.14 -3.61 0.000
C -0.02 -6.47 -3.83 0.000
C 0.98 -7.09 -3.10 0.000
C 1.69 -6.37 -2.13 0.000
C 1.38 -5.04 -1.91 -0.001
C 1.56 -1.23 -2.94 0.001
C 2.66 -1.40 -2.22 0.000
C 3.76 -0.39 -2.31 0.000
C 3.86 0.25 -3.66 0.000
C 2.76 0.42 -4.38 0.000
C 1.43 -0.01 -3.83 0.000
C -2.00 -2.21 -3.13 0.000
C -2.36 -1.31 -4.14 0.000
C -3.68 -1.25 -4.56 0.000
C -4.64 -2.07 -3.97 0.000
C -4.28 -2.96 -2.97 0.000
C -2.96 -3.04 -2.55 0.000
H -1.12 -4.67 -4.19 0.000
H -0.57 -7.04 -4.58 0.000
H 1.22 -8.13 -3.27 0.000
H 2.46 -6.85 -1.56 0.000
H 1.92 -4.49 -1.14 0.000
H 2.77 -2.19 -1.49 0.000
H 4.71 -0.78 -1.95 0.000
H 4.83 0.60 -3.99 0.000
H 2.78 0.93 -5.33 0.000
H 0.71 -0.16 -4.63 0.000
H -1.63 -0.66 -4.59 0.000
H -3.96 -0.57 -5.35 0.000
H -5.66 -2.02 -4.31 0.000
H -5.03 -3.60 -2.52 0.000
H -2.69 -3.75 -1.78 0.000
C -5.89 1.40 -1.53 0.000
C -5.02 2.05 -0.46 0.000
C -4.06 1.08 0.15 0.002
N -2.80 1.10 -0.04 0.001
N -2.13 0.08 0.60 0.000
C -2.94 -0.73 1.26 0.006
N -2.54 -1.80 1.97 0.004
S -4.59 -0.25 1.15 0.000
H -6.57 2.14 -1.97 0.000
H -6.51 0.60 -1.12 0.000
H -5.28 0.98 -2.33 0.000
H -5.63 2.50 0.32 0.000
H -4.41 2.85 -0.89 0.000
H -1.71 -2.27 1.65 0.000
H -3.26 -2.40 2.35 0.000
```

Calculated values
M in Da: 1042.65
Frontier orbital gap (alpha / beta) in hartree: 0.2142 / 0.2390
F_max in Eh/bohr: 0.014
HOMO energy (alpha / beta) in eV: -12.86 / -12.86
Multiplicity: 2
E_LUMO (alpha / beta) in eV: -7.03 / -6.36
Charge: +2
E in hartree: -5070.6367
<S²>: 0.77